Record 1
DFT (ωB97M-V/def2-TZVPD) results for one molecule with the formula C5H8O in a non-equilibrium geometry.

Geometry as ORCA input:
```
! RIJCOSX wB97M-V def2-TZVPD def2/J DEFGRID3
* xyz 0 1
C -1.14411 0.86276 -0.48244
C -1.32889 -0.30584 0.45669
C 0.02380 0.07619 -0.04844
C 0.89074 -0.89988 -0.78923
O 1.91969 -0.73682 0.23710
C 1.22363 0.41419 0.82706
H -1.43034 0.74692 -1.52037
H -1.26608 1.86074 -0.07183
H -1.58596 -0.10179 1.49376
H -1.75759 -1.22285 0.05497
H 0.50340 -1.92719 -0.83659
H 1.16753 -0.58397 -1.81258
H 0.89676 0.57347 1.89507
H 1.88741 1.24409 0.59684
*
```

## Properties
highest occupied orbital energy: -0.351 Ha
E_LUMO: 1.1 eV
frontier orbital gap: 10.6 eV
SMILES string: C1CC12COC2
ΔE to the lowest compared entry with this formula, charge and spin: 2.681 eV

Atomic partial charges in e from the natural (NBO) method, atoms 1 to 8: -0.4132, -0.4047, -0.1218, -0.0442, -0.5283, -0.0484, 0.2172, 0.2200

---

Record 2
DFT (ωB97M-V/def2-TZVPD) results for one molecule with the formula C5H8O in a non-equilibrium geometry.

Geometry as ORCA input:
```
! RIJCOSX wB97M-V def2-TZVPD def2/J DEFGRID3
* xyz 0 1
C -0.54108 -1.40954 0.13672
C -0.06375 -0.04091 0.28248
C 1.45244 0.17790 0.21624
C -0.78134 0.80357 -0.76311
C -1.41481 1.41736 -1.62800
H -0.15235 -2.09450 0.94463
H -1.63785 -1.40247 0.00532
H -0.05164 -1.79065 -0.81306
H 1.88249 0.10308 -0.76406
H 2.06549 -0.56188 0.89986
H 1.76813 1.24485 0.58541
H 0.10090 1.34057 1.70956
H -2.09722 1.79281 -2.36776
O -0.52939 0.41982 1.55578
*
```

## Properties
highest occupied orbital energy: -0.367 Ha
E_LUMO: 0.8 eV
frontier orbital gap: 10.8 eV
SMILES string: C#CC(C)(C)O
ΔE to the lowest compared entry with this formula, charge and spin: 3.117 eV

Atomic partial charges in e from the natural (NBO) method, atoms 1 to 8: -0.6103, 0.1524, -0.6179, -0.0214, -0.2597, 0.2285, 0.2389, 0.2170

---

Record 3
DFT (ωB97M-V/def2-TZVPD) results for one molecule with the formula C5H8O.

Geometry as ORCA input:
```
! RIJCOSX wB97M-V def2-TZVPD def2/J DEFGRID3
* xyz 0 1
C -0.53475 0.62576 -1.41365
C 0.32834 0.00939 -0.30895
C 0.46784 0.92250 0.91436
O 1.19456 0.30018 1.94527
C -0.23787 -1.30443 0.03120
C -0.74463 -2.39020 0.16153
H -1.50530 0.93737 -1.01219
H -0.71968 -0.11957 -2.19158
H -0.04327 1.49242 -1.86468
H 1.34335 -0.16496 -0.68661
H 1.03212 1.81664 0.62813
H -0.52615 1.25316 1.25761
H 0.81700 -0.58413 2.05307
H -1.21157 -3.34845 0.21162
*
```

## Properties
highest occupied orbital energy: -0.371 Ha
E_LUMO: 1.0 eV
frontier orbital gap: 11.1 eV
SMILES string: C#C[C@@H](C)CO
ΔE to the lowest compared entry with this formula, charge and spin: 2.103 eV

Atomic partial charges in e from the natural (NBO) method, atoms 1 to 8: -0.5902, -0.3312, -0.0401, -0.7096, -0.0115, -0.2528, 0.2112, 0.2233

---

Record 4
DFT (ωB97M-V/def2-TZVPD) results for C5H8O as an isolated structure.

Geometry as ORCA input:
```
! RIJCOSX wB97M-V def2-TZVPD def2/J DEFGRID3
* xyz 0 1
C -1.81155 -0.06799 0.39542
C -0.34256 0.11311 0.16630
C 0.30331 0.96090 -0.88651
C 0.75207 -0.46582 -0.70437
C 1.54606 -0.53284 0.58864
O 0.46603 0.05655 1.34088
H -2.02670 -1.03822 0.85317
H -2.15039 0.71023 1.09043
H -2.38869 0.03122 -0.52829
H 0.98159 1.77368 -0.63025
H -0.31377 1.13132 -1.76622
H 0.77271 -1.20179 -1.50134
H 2.45264 0.08159 0.65325
H 1.75925 -1.55192 0.92889
*
```

## Properties
highest occupied orbital energy: -0.335 Ha
E_LUMO: 1.1 eV
frontier orbital gap: 10.2 eV
ΔE to the lowest compared entry with this formula, charge and spin: 2.191 eV

Atomic partial charges in e from the natural (NBO) method, atoms 1 to 8: -0.6265, 0.2745, -0.4446, -0.2936, -0.0575, -0.5221, 0.2192, 0.2258

---

Q: Among the records above, which one has the lowest ΔE to the lowest compared entry with this formula, charge and spin?
A: number 3

---

Q: The lowest ΔE to the lowest compared entry with this formula, charge and spin belongs to which entry?
A: number 3

---

Q: What is the highest occupied orbital energy in the second record?
A: -0.367 Ha